[1]
The following is a quantum chemistry calculation of a structure of composition C2H35BeO16, from the OMol25 dataset.

Positions of all 54 atoms, in Å:
Be (9.66492, 26.09428, 1.78932)
C (10.19549, 26.08568, 5.52376)
C (9.07391, 26.20890, 4.44178)
O (9.59803, 25.60436, 3.27562)
H (10.24767, 25.05644, 5.88686)
H (9.99862, 26.58091, 6.45681)
H (11.20033, 26.28760, 5.11853)
H (8.96120, 27.26336, 4.23332)
H (8.11072, 25.74940, 4.59457)
O (12.83598, 25.81312, 2.91983)
H (13.41184, 25.32747, 2.33725)
H (12.68206, 25.08809, 3.56348)
O (6.69202, 24.64258, 1.66628)
H (6.60717, 25.14850, 2.47342)
H (6.01022, 24.98727, 1.09852)
O (7.05083, 23.02749, 4.12229)
H (6.60352, 22.18839, 4.22802)
H (7.16258, 23.17134, 3.20465)
O (10.95777, 27.13099, 1.72566)
H (11.57695, 26.68192, 2.40274)
H (11.48293, 26.89533, 0.93597)
O (6.56643, 27.45206, 6.18756)
H (6.48111, 26.64611, 5.75180)
H (6.07493, 27.24874, 6.96001)
O (8.17560, 25.65438, 8.54974)
H (8.30457, 24.92922, 7.89176)
H (8.93023, 26.19960, 8.25983)
O (5.77376, 25.02822, 5.36343)
H (6.27333, 24.28517, 4.99348)
H (5.99178, 24.92401, 6.27156)
O (6.47277, 27.34694, 3.15190)
H (6.74726, 27.75092, 3.93295)
H (5.62991, 26.92673, 3.39500)
O (8.44640, 23.76576, 6.62079)
H (8.05037, 23.47310, 5.80612)
H (8.13744, 23.12923, 7.25472)
O (10.63791, 22.77080, 7.82968)
H (10.11759, 23.22482, 7.15787)
H (10.33534, 23.30521, 8.61461)
O (9.75269, 24.82718, 0.72223)
H (9.39164, 24.52997, -0.14211)
H (10.37416, 24.10242, 0.88383)
O (12.64724, 24.78168, 6.78382)
H (12.12636, 24.90265, 6.00479)
H (12.10327, 24.35077, 7.43279)
O (8.39325, 27.08327, 1.30031)
H (7.50701, 27.28932, 1.69176)
H (8.42922, 27.26077, 0.33034)
O (11.99100, 23.65725, 4.21653)
H (12.07744, 23.09785, 4.96060)
H (11.47230, 23.15872, 3.65493)
O (9.67017, 22.98295, 3.04963)
H (9.61804, 23.90054, 3.43580)
H (9.30378, 22.38869, 3.70610)

Output
HOMO	-0.4692	Eh
gap between HOMO and LUMO	9.3	eV
net charge	+1

Listed below, in e, are the Löwdin charges computed for each atom:
1. Be 0.05
2. C -0.04
3. C -0.25
4. O -0.26
5. H 0.03
6. H 0.07
7. H 0.08
8. H 0.11
9. H 0.07
10. O -0.02
11. H 0.07
12. H 0.03
13. O -0.02
14. H 0.01
15. H 0.06
16. O -0.01
17. H 0.10
18. H 0.02
19. O 0.03
20. H 0.08
21. H 0.12
22. O -0.01
23. H -0.07
24. H 0.04
25. O -0.07
26. H -0.02
27. H 0.03
28. O -0.04
29. H -0.01
30. H 0.03
31. O 0.00
32. H 0.01
33. H 0.09
34. O -0.04
35. H 0.03
36. H 0.08
37. O -0.06
38. H -0.03
39. H 0.08
40. O 0.10
41. H 0.16
42. H 0.13
43. O -0.03
44. H -0.05
45. H 0.00
46. O 0.05
47. H 0.09
48. H 0.14
49. O 0.00
50. H 0.06
51. H -0.01
52. O -0.08
53. H 0.02
54. H 0.04



[2]
The following is a quantum chemistry calculation of a structure of composition C49H120F2N9NiO23S2, from the OMol25 dataset.

Positions of all 206 atoms, in Å:
Ni (-0.45075, 0.65230, -2.99993)
C (-3.63926, 3.11005, -5.48878)
O (-3.06915, 3.38772, -4.45373)
O (-3.68710, 4.19529, -6.07884)
O (-2.56245, 2.66706, -5.85093)
N (0.30723, 0.22220, 1.12985)
S (1.83302, -0.00935, 2.05296)
O (1.88902, -1.10908, 3.04413)
O (2.64736, 1.17153, 2.31398)
F (2.57529, -0.67996, 0.75391)
S (-0.40450, 0.59550, 2.44678)
O (0.01581, 1.79016, 3.15565)
O (-1.04809, -0.51856, 3.11345)
F (-1.67792, 1.22920, 1.57795)
C (15.58273, 4.10035, -8.04342)
O (14.21993, 4.08803, -7.72208)
C (13.46302, 3.51602, -8.76475)
C (11.95583, 3.51477, -8.28082)
N (11.80673, 2.76758, -7.07997)
C (10.45918, 2.92547, -6.52319)
C (10.41720, 2.45435, -5.06603)
O (11.34104, 3.24788, -4.32517)
C (11.15410, 3.05938, -2.95330)
H (15.86493, 4.85281, -8.77981)
H (15.93992, 3.12753, -8.38124)
H (16.19843, 4.28517, -7.16317)
H (13.62222, 2.46434, -9.00291)
H (13.61811, 4.05470, -9.69956)
H (11.30409, 3.23354, -9.10804)
H (11.62751, 4.54243, -8.12523)
H (12.45040, 3.12442, -6.38828)
H (9.77767, 2.46950, -7.24135)
H (10.05407, 3.93620, -6.57207)
H (10.79822, 1.44120, -4.93786)
H (9.38829, 2.50630, -4.70998)
H (11.80160, 3.68187, -2.33576)
H (11.42561, 2.08551, -2.54591)
H (10.12909, 3.30082, -2.67198)
C (-13.48049, 7.22849, -5.15836)
O (-12.34004, 6.55225, -4.58424)
C (-11.09397, 7.01761, -4.98082)
C (-10.02671, 6.32314, -4.15005)
N (-10.31429, 6.43569, -2.71482)
C (-9.39459, 5.52519, -1.93948)
C (-10.08547, 5.15256, -0.59741)
O (-11.30869, 4.39476, -0.83404)
C (-12.22027, 4.57385, 0.28976)
H (-13.54369, 6.89572, -6.19440)
H (-13.40879, 8.30951, -5.03861)
H (-14.45276, 6.90037, -4.79077)
H (-11.04754, 8.10628, -4.95348)
H (-10.98448, 6.81102, -6.04545)
H (-9.04934, 6.77347, -4.32338)
H (-10.07510, 5.31584, -4.56369)
H (-11.24041, 6.03572, -2.66546)
H (-8.43111, 6.01243, -1.78978)
H (-9.35243, 4.59192, -2.50103)
H (-10.19855, 6.09639, -0.06402)
H (-9.38253, 4.57406, 0.00202)
H (-11.89364, 3.84730, 1.03377)
H (-13.20921, 4.29743, -0.07589)
H (-12.34386, 5.59688, 0.64507)
C (-0.41350, 5.75756, -9.01532)
O (-0.70617, 6.83076, -8.14886)
C (-0.90087, 8.10257, -8.81264)
C (-1.67237, 8.91286, -7.79451)
N (-1.15402, 8.75041, -6.44192)
C (-1.97095, 9.57804, -5.51594)
C (-1.43810, 9.30096, -4.11078)
O (-1.60956, 7.92869, -3.78870)
C (-1.15982, 7.66594, -2.41440)
H (-1.19608, 5.69857, -9.77176)
H (-0.24538, 4.86348, -8.41495)
H (0.55492, 5.96272, -9.47158)
H (-1.45966, 7.99108, -9.74186)
H (0.06053, 8.55869, -9.04883)
H (-2.69594, 8.54956, -7.70268)
H (-1.80302, 9.95887, -8.07182)
H (-0.32288, 9.32303, -6.47963)
H (-2.97741, 9.15998, -5.49750)
H (-1.94258, 10.66728, -5.54512)
H (-2.02635, 9.80744, -3.34557)
H (-0.39831, 9.62007, -4.03930)
H (-0.53288, 8.42119, -1.94043)
H (-0.66203, 6.69626, -2.40814)
H (-2.04036, 7.51133, -1.79083)
C (-2.42062, -2.64532, -2.99944)
O (-1.25171, -2.59753, -3.73305)
C (-0.46863, -3.83230, -3.72809)
C (0.64036, -3.81609, -4.80307)
N (1.52028, -2.73716, -4.38762)
C (2.32742, -2.24769, -5.51998)
C (3.22105, -3.36550, -6.08136)
O (3.99268, -3.89540, -4.96849)
C (4.72316, -5.10347, -5.40126)
H (-2.23711, -2.75708, -1.93083)
H (-3.05909, -3.47073, -3.31434)
H (-3.02146, -1.73635, -2.96974)
H (-1.10963, -4.70276, -3.86776)
H (-0.14492, -3.90623, -2.68989)
H (0.08347, -3.72169, -5.73531)
H (1.09676, -4.80572, -4.82384)
H (2.23164, -3.18171, -3.82508)
H (2.96071, -1.41599, -5.21124)
H (1.74970, -1.77706, -6.31549)
H (3.95526, -2.98709, -6.79259)
H (2.69612, -4.18368, -6.57443)
H (5.45138, -4.95164, -6.19798)
H (4.06488, -5.88548, -5.77968)
H (5.34808, -5.55507, -4.63079)
C (11.27281, 3.99869, 5.52671)
O (11.89924, 2.71853, 5.66709)
C (11.64112, 2.08452, 6.94051)
C (10.26195, 1.45352, 6.91486)
N (10.29937, 0.11043, 6.27434)
C (8.96186, -0.40266, 6.14653)
C (8.89200, -1.58367, 5.21631)
O (9.01460, -1.07696, 3.93224)
C (8.76836, -2.07765, 2.93962)
H (11.85374, 4.74147, 6.07343)
H (10.23534, 4.01503, 5.86059)
H (11.20336, 4.29085, 4.47890)
H (11.75279, 2.87340, 7.68435)
H (12.29774, 1.23795, 7.14111)
H (9.53235, 2.03745, 6.35378)
H (9.88650, 1.20537, 7.90761)
H (10.70277, 0.23224, 5.35645)
H (8.24425, 0.28704, 5.70217)
H (8.60975, -0.60124, 7.15881)
H (7.95846, -2.07337, 5.49344)
H (9.73052, -2.26789, 5.34603)
H (9.05601, -1.87128, 1.90871)
H (7.70822, -2.32083, 2.86838)
H (9.22907, -3.02209, 3.22923)
C (-7.97614, -7.00868, -3.70816)
O (-8.70095, -7.39232, -2.57218)
C (-10.09383, -7.11115, -2.75297)
C (-10.94491, -7.52356, -1.57476)
N (-10.47713, -6.74343, -0.42258)
C (-10.98123, -5.33400, -0.38849)
C (-10.82617, -4.74583, 1.02066)
O (-9.43215, -4.58206, 1.21821)
C (-9.07513, -4.03963, 2.47835)
H (-8.27306, -7.42446, -4.67101)
H (-6.96107, -7.37666, -3.55876)
H (-7.87276, -5.92616, -3.78281)
H (-10.43245, -7.65747, -3.63329)
H (-10.33419, -6.07154, -2.97557)
H (-10.78017, -8.59028, -1.42286)
H (-12.01214, -7.42124, -1.77138)
H (-9.46801, -6.75886, -0.46169)
H (-12.03358, -5.22676, -0.65150)
H (-10.35721, -4.74305, -1.05892)
H (-11.34321, -5.39331, 1.72885)
H (-11.31674, -3.77293, 0.99041)
H (-9.49745, -4.61974, 3.29883)
H (-9.59123, -3.08970, 2.61755)
H (-8.04953, -3.76543, 2.72550)
C (1.31405, 4.81650, 11.82514)
O (1.99120, 3.63304, 11.45946)
C (1.54903, 3.06164, 10.23204)
C (2.18657, 1.58903, 10.25801)
N (1.97849, 1.00275, 11.56268)
C (2.93483, -0.04848, 11.82565)
C (2.57090, -0.96773, 13.02052)
O (2.75260, -0.30483, 14.28265)
C (2.40574, -1.12935, 15.39530)
H (0.23770, 4.65900, 11.89425)
H (1.51210, 5.60488, 11.09896)
H (1.67689, 5.15672, 12.79504)
H (1.96561, 3.59333, 9.37654)
H (0.46717, 2.96260, 10.14328)
H (3.22504, 1.67936, 9.93937)
H (1.77432, 0.87199, 9.54807)
H (2.16166, 1.76360, 12.20116)
H (3.93884, 0.31578, 12.04330)
H (3.12792, -0.66444, 10.94735)
H (3.17099, -1.87352, 12.93373)
H (1.51386, -1.22978, 12.97432)
H (2.16788, -0.54703, 16.28546)
H (3.19964, -1.84593, 15.60588)
H (1.43959, -1.60658, 15.23126)
C (-4.97127, -13.71184, 2.39428)
O (-4.67235, -12.31390, 2.65175)
C (-4.16487, -11.55660, 1.51476)
C (-4.19471, -10.14138, 2.11447)
N (-2.97806, -9.94100, 2.85306)
C (-3.08178, -8.64155, 3.50367)
C (-1.84001, -8.52375, 4.44882)
O (-1.84171, -9.59712, 5.38747)
C (-0.80743, -9.60934, 6.37531)
H (-4.19202, -14.41834, 2.10837)
H (-5.81433, -13.83364, 1.71421)
H (-5.27575, -14.16770, 3.33640)
H (-4.86034, -11.75788, 0.69996)
H (-3.18208, -11.90440, 1.19656)
H (-5.10312, -10.01395, 2.70321)
H (-4.28481, -9.40237, 1.31833)
H (-2.81220, -10.54026, 3.64897)
H (-3.96044, -8.41881, 4.10902)
H (-2.97238, -7.89711, 2.71505)
H (-1.82167, -7.57123, 4.97839)
H (-0.91585, -8.46298, 3.87407)
H (-0.81996, -10.59497, 6.84059)
H (-0.95319, -8.88218, 7.17411)
H (0.18856, -9.45160, 5.96150)

Output
HOMO (alpha / beta)	-0.1512 / -0.1566	Eh
gap between HOMO and LUMO (alpha / beta)	3.1 / 3.3	eV
net charge	-1
2S+1	3
expectation value of S²	2.120

Atomic partial charges in e from the Löwdin method, atoms 1 to 99:
1. Ni 0.88
2. C -0.88
3. O -0.01
4. O 0.01
5. O -0.03
6. N -0.27
7. S 0.62
8. O -0.31
9. O -0.31
10. F -0.26
11. S 0.41
12. O -0.30
13. O -0.30
14. F -0.28
15. C -0.13
16. O -0.18
17. C -0.21
18. C -0.23
19. N -0.06
20. C -0.21
21. C -0.21
22. O -0.19
23. C -0.14
24. H 0.09
25. H 0.09
26. H 0.09
27. H 0.12
28. H 0.12
29. H 0.12
30. H 0.11
31. H 0.10
32. H 0.12
33. H 0.11
34. H 0.12
35. H 0.12
36. H 0.09
37. H 0.09
38. H 0.09
39. C -0.08
40. O -0.20
41. C -0.26
42. C -0.21
43. N -0.05
44. C -0.17
45. C -0.22
46. O -0.20
47. C -0.09
48. H 0.08
49. H 0.09
50. H 0.08
51. H 0.12
52. H 0.12
53. H 0.12
54. H 0.12
55. H 0.08
56. H 0.12
57. H 0.11
58. H 0.11
59. H 0.11
60. H 0.08
61. H 0.08
62. H 0.08
63. C -0.11
64. O -0.20
65. C -0.20
66. C -0.24
67. N -0.03
68. C -0.20
69. C -0.26
70. O -0.18
71. C -0.08
72. H 0.08
73. H 0.09
74. H 0.07
75. H 0.11
76. H 0.11
77. H 0.12
78. H 0.11
79. H 0.10
80. H 0.12
81. H 0.11
82. H 0.11
83. H 0.11
84. H 0.08
85. H 0.08
86. H 0.08
87. C -0.15
88. O -0.21
89. C -0.18
90. C -0.21
91. N -0.05
92. C -0.19
93. C -0.21
94. O -0.20
95. C -0.09
96. H 0.09
97. H 0.09
98. H 0.09
99. H 0.11



| no. | E (eV) |
| --- | --- |
| 1 | -35801.7355 |
| 2 | -181381.9692 |